(1)
ORCA calculation (ωB97M-V/def2-TZVPD) on a structure of composition C52H49N6O2PW at a distorted geometry.

Structure (XYZ):
```
111
Properties=species:S:1:pos:R:3:mulliken_charge:R:1
W 0.82 -0.26 -0.38 -0.10
O 0.29 1.46 -0.63 0.23
C -0.27 2.61 0.04 3.09
C 0.26 2.57 1.48 -2.13
C 0.28 1.29 2.28 0.28
C -0.19 1.31 3.58 -0.39
C 0.08 0.25 4.43 -1.38
C 0.93 -0.74 3.97 -1.09
C 1.38 -0.73 2.66 0.13
C 2.46 -1.70 2.27 -2.51
C 3.31 -1.20 1.10 1.33
O 2.39 -1.24 -0.01 0.27
C 3.86 0.21 1.30 0.06
C 4.56 0.50 2.47 -0.28
C 5.08 1.77 2.68 -1.03
C 4.91 2.76 1.72 -0.69
C 4.24 2.47 0.55 -0.84
C 3.72 1.20 0.34 1.07
C 4.46 -2.14 0.76 0.11
C 5.23 -1.85 -0.36 -0.32
C 6.27 -2.68 -0.75 -0.85
C 6.57 -3.81 0.00 -0.60
C 5.83 -4.09 1.14 -1.03
C 4.77 -3.26 1.52 -0.14
N 0.94 0.21 1.79 1.01
C -1.78 2.47 -0.10 0.31
C -2.38 2.81 -1.31 -0.53
C -3.75 2.68 -1.49 -0.66
C -4.54 2.21 -0.45 0.48
C -3.96 1.86 0.76 -1.30
C -2.58 1.99 0.93 -0.75
C 0.25 3.87 -0.63 -0.43
C -0.19 5.11 -0.17 -0.18
C 0.28 6.28 -0.73 -1.01
C 1.20 6.23 -1.78 -0.58
C 1.64 5.00 -2.25 -1.09
C 1.16 3.82 -1.68 0.06
H -0.25 3.33 2.06 0.57
H 1.31 2.87 1.42 0.42
H -0.73 2.18 3.93 0.59
H -0.29 0.24 5.44 0.50
H 1.28 -1.52 4.64 0.64
H 2.07 -2.69 2.01 0.46
H 3.08 -1.82 3.16 1.14
H 4.72 -0.27 3.21 0.42
H 5.62 1.98 3.60 0.48
H 5.32 3.75 1.89 0.46
H 4.12 3.23 -0.22 0.50
H 3.25 1.01 -0.63 0.23
H 5.03 -0.94 -0.93 0.45
H 6.86 -2.44 -1.62 0.44
H 7.38 -4.46 -0.29 0.45
H 6.06 -4.96 1.74 0.49
H 4.21 -3.52 2.40 0.47
H -1.77 3.21 -2.12 0.54
H -4.20 2.95 -2.43 0.54
H -5.61 2.14 -0.57 -0.54
H -4.57 1.50 1.57 0.62
H -2.15 1.71 1.89 0.24
H -0.93 5.16 0.62 0.38
H -0.07 7.23 -0.37 0.46
H 1.57 7.14 -2.22 0.43
H 2.34 4.95 -3.07 0.47
H 1.51 2.87 -2.06 0.46
C -2.05 -0.09 -2.45 -1.72
C -2.16 -0.76 -1.13 0.69
N -1.18 -0.92 -0.22 0.79
C -1.75 -1.50 0.90 -0.71
C -3.06 -1.71 0.66 -0.98
N -3.31 -1.21 -0.61 0.84
C -4.59 -1.28 -1.32 -1.77
N -5.29 -0.04 -1.36 1.12
N -5.14 0.77 -2.44 -0.47
N -5.91 1.77 -2.33 -0.87
C -6.64 1.64 -1.16 1.31
C -7.61 2.47 -0.60 -0.61
C -8.15 2.08 0.61 -0.70
C -7.74 0.89 1.24 -0.65
C -6.78 0.06 0.70 -1.19
C -6.24 0.47 -0.52 1.01
H -1.05 0.32 -2.59 -0.12
H -2.76 0.74 -2.50 0.25
H -2.28 -0.77 -3.26 0.66
H -1.18 -1.72 1.78 0.56
H -3.85 -2.13 1.27 0.61
H -5.19 -2.04 -0.83 0.52
H -4.39 -1.58 -2.35 0.20
H -7.92 3.38 -1.10 0.52
H -8.91 2.69 1.08 0.44
H -8.20 0.63 2.19 0.43
H -6.48 -0.85 1.20 0.45
C -0.04 -2.66 -3.52 -1.39
P 1.18 -2.17 -2.26 1.29
C 2.73 -2.02 -3.18 -1.31
C 1.30 -3.64 -1.22 0.29
C 0.14 -4.12 -0.61 -0.11
C 0.19 -5.22 0.24 -0.84
C 1.40 -5.85 0.47 -0.70
C 2.56 -5.39 -0.14 -0.65
C 2.51 -4.28 -0.98 -0.29
H -1.03 -2.77 -3.08 0.28
H 0.25 -3.62 -3.94 0.56
H -0.08 -1.92 -4.32 0.42
H 2.94 -2.93 -3.74 0.46
H 3.54 -1.83 -2.48 0.29
H 2.65 -1.18 -3.87 0.41
H -0.82 -3.64 -0.79 0.15
H -0.72 -5.59 0.70 0.46
H 1.44 -6.72 1.12 0.44
H 3.50 -5.88 0.03 0.47
H 3.43 -3.92 -1.42 0.36
```

## Properties
energy = -2897.86236 a.u.
2S+1 = 1
LUMO (alpha / beta) = -5.643 / -5.665 eV
charge = +2
energy above the lowest of the compared OMol25 structures with the same formula, charge and spin = 459.1 kJ/mol

***

(2)
ORCA calculation (ωB97M-V/def2-TZVPD) on a structure of composition C52H50N4RuSi2Te at a distorted geometry.

Structure (XYZ):
```
110
Properties=species:S:1:pos:R:3:mulliken_spin:R:1
Ru 0.09 1.09 0.33 1.10
C -3.88 1.64 -5.77 -0.03
C -2.58 2.10 -5.70 0.02
C -1.98 2.33 -4.46 -0.03
C -2.68 2.10 -3.27 -0.01
C -3.98 1.59 -3.37 -0.03
C -4.58 1.37 -4.60 0.02
C -1.99 2.26 -1.97 -0.05
C -2.59 1.80 -0.74 0.07
C -3.92 2.08 -0.27 -0.01
C -4.03 1.55 0.98 0.01
C -2.79 0.91 1.28 0.00
C -2.48 0.11 2.37 -0.01
C -3.52 -0.13 3.41 0.00
C -3.21 0.12 4.75 0.00
C -4.17 -0.07 5.74 0.00
C -5.44 -0.51 5.40 0.00
C -5.75 -0.77 4.07 0.00
C -4.79 -0.58 3.08 0.00
C -1.21 -0.48 2.57 0.03
N -0.07 -0.14 1.90 -0.02
C 0.96 -0.93 2.36 -0.04
C 2.32 -0.69 2.09 -0.01
C 3.36 -1.64 2.57 0.02
C 4.29 -2.14 1.66 0.01
C 5.27 -3.04 2.07 0.00
C 5.35 -3.43 3.40 0.01
C 4.45 -2.91 4.32 0.00
C 3.45 -2.03 3.91 0.01
C 2.78 0.50 1.50 -0.05
C 4.05 1.12 1.78 0.05
C 4.02 2.36 1.24 -0.03
C 2.76 2.51 0.56 0.05
N 2.03 1.36 0.75 -0.02
C 2.33 3.60 -0.20 -0.01
C 1.15 3.62 -0.94 -0.01
C 0.81 4.55 -2.00 0.03
C -0.33 4.10 -2.59 -0.01
C -0.76 2.93 -1.87 0.03
N 0.16 2.66 -0.89 -0.01
C 3.18 4.83 -0.25 0.00
C 4.49 4.80 -0.71 0.00
C 5.26 5.96 -0.73 0.00
C 4.73 7.16 -0.26 0.00
C 3.42 7.19 0.19 0.00
C 2.64 6.04 0.19 0.00
C 0.40 -1.89 3.27 0.05
C -0.92 -1.58 3.44 -0.02
N -1.92 1.12 0.21 -0.02
H -4.34 1.46 -6.74 0.00
H -2.01 2.28 -6.61 0.00
H -0.95 2.65 -4.43 0.00
H -4.54 1.35 -2.47 -0.01
H -5.58 0.98 -4.65 0.00
H -4.67 2.65 -0.80 0.00
H -4.89 1.60 1.63 0.00
H -2.22 0.49 5.01 0.00
H -3.92 0.14 6.77 0.00
H -6.18 -0.66 6.17 0.00
H -6.74 -1.12 3.80 0.00
H -5.03 -0.82 2.05 0.00
H 4.23 -1.83 0.62 0.00
H 5.97 -3.43 1.34 0.00
H 6.12 -4.12 3.72 0.00
H 4.52 -3.18 5.36 0.00
H 2.77 -1.61 4.64 0.00
H 4.85 0.67 2.36 0.00
H 4.78 3.12 1.32 0.00
H 1.38 5.42 -2.26 0.00
H -0.86 4.57 -3.41 0.00
H 4.91 3.87 -1.09 0.00
H 6.28 5.93 -1.11 0.00
H 5.33 8.05 -0.25 0.00
H 2.99 8.12 0.55 0.00
H 1.62 6.07 0.55 0.00
H 0.94 -2.71 3.73 0.00
H -1.63 -2.08 4.08 0.00
C -1.55 -3.19 0.29 0.00
Si -2.51 -2.61 -1.18 0.00
C -4.01 -1.66 -0.61 0.00
C -3.11 -4.04 -2.23 0.00
C -1.49 -1.54 -2.37 0.00
Te 0.32 -0.54 -1.88 -0.07
C 1.51 -2.02 -0.93 0.01
Si 2.09 -3.55 -1.89 0.00
C 3.82 -3.23 -2.49 0.00
C 2.12 -4.93 -0.64 0.00
C 0.97 -3.93 -3.32 0.00
H -2.18 -3.80 0.94 0.00
H -1.20 -2.34 0.89 0.01
H -0.68 -3.79 0.01 0.00
H -4.76 -2.36 -0.23 0.00
H -4.47 -1.09 -1.42 0.00
H -3.76 -0.96 0.19 0.00
H -3.78 -4.68 -1.65 0.00
H -2.29 -4.67 -2.59 0.00
H -3.66 -3.67 -3.10 0.00
H -2.12 -0.71 -2.71 0.00
H -1.23 -2.12 -3.25 0.00
H 1.02 -2.30 0.00 -0.01
H 2.40 -1.43 -0.65 0.01
H 4.50 -2.99 -1.66 0.00
H 3.87 -2.40 -3.21 0.00
H 4.22 -4.12 -2.98 0.00
H 2.82 -4.69 0.17 0.00
H 2.46 -5.87 -1.10 0.00
H 1.14 -5.12 -0.20 0.00
H 0.84 -3.06 -3.97 0.00
H -0.03 -4.25 -2.98 0.00
H 1.38 -4.74 -3.92 0.00
```

## Properties
energy = -3172.35611 a.u.
2S+1 = 2
LUMO (alpha / beta) = -4.072 / -4.276 eV
charge = +1
energy above the lowest of the compared OMol25 structures with the same formula, charge and spin = 28.3 kJ/mol

***

(3)
ORCA calculation (ωB97M-V/def2-TZVPD) on a cluster of 8 separate species, C52H51BrF7INO5 in total at a distorted geometry.

Structure (XYZ):
```
118
Properties=species:S:1:pos:R:3:mulliken_charge:R:1
C 0.38 2.32 2.82 -0.90
C -1.15 2.07 2.50 -0.24
C -1.83 0.92 3.34 -0.43
Br -0.49 -0.51 3.82 -0.06
N -2.88 0.28 2.46 0.51
O -2.51 -1.03 2.19 -0.43
C -4.25 0.38 3.00 -1.06
I -4.67 2.56 3.10 0.05
C -5.26 -0.19 1.96 -0.05
C -6.65 -0.61 2.55 -0.98
C -7.63 0.60 2.80 -0.12
O -9.02 0.10 2.79 -0.39
C -9.71 0.89 3.71 0.80
C -10.18 2.31 3.25 -0.86
O -9.92 0.48 4.81 -0.53
C -4.45 -0.18 4.45 0.62
O -3.84 -1.16 4.91 -0.73
O -5.29 0.47 5.19 -0.71
H 0.69 2.07 3.85 0.26
H 0.55 3.41 2.67 0.43
H 0.97 1.81 2.03 -0.04
H -1.69 3.02 2.75 0.34
H -1.33 1.87 1.42 0.25
H -2.21 1.37 4.29 0.55
H -3.10 -1.67 2.65 0.34
H -5.45 0.61 1.21 -0.05
H -4.88 -1.06 1.37 0.48
H -7.16 -1.22 1.75 0.40
H -6.59 -1.28 3.44 0.29
H -7.39 1.15 3.74 0.43
H -7.52 1.29 1.94 0.06
H -10.98 2.66 3.93 0.31
H -9.26 2.95 3.28 0.22
H -10.58 2.29 2.21 0.30
F 2.76 0.28 1.95 -0.10
C 2.43 -0.41 0.84 0.29
C 3.37 -0.58 -0.16 -0.66
C 3.03 -1.30 -1.30 -0.54
C 1.75 -1.83 -1.42 -0.44
C 0.81 -1.65 -0.41 -0.86
C 1.15 -0.94 0.73 0.72
H 4.36 -0.15 -0.04 0.45
H 3.76 -1.45 -2.08 0.41
H 1.49 -2.39 -2.31 0.44
H -0.18 -2.06 -0.52 0.46
H 0.43 -0.80 1.53 -0.15
F -6.79 1.82 0.02 -0.13
C -6.61 1.77 -1.31 0.29
C -7.03 2.83 -2.09 -0.55
C -6.84 2.78 -3.47 -0.40
C -6.24 1.66 -4.04 -0.48
C -5.83 0.60 -3.24 -0.50
C -6.01 0.66 -1.87 -0.21
H -7.50 3.69 -1.63 0.40
H -7.16 3.60 -4.09 0.35
H -6.10 1.62 -5.11 0.36
H -5.37 -0.27 -3.69 0.36
H -5.69 -0.15 -1.23 0.47
F 2.32 4.00 3.20 -0.17
C 3.63 4.15 2.98 0.09
C 4.44 3.03 2.98 0.07
C 5.81 3.18 2.75 -0.59
C 6.34 4.44 2.54 -0.50
C 5.52 5.56 2.55 -0.43
C 4.15 5.41 2.77 -0.51
H 4.01 2.05 3.15 0.50
H 6.45 2.31 2.74 0.38
H 7.41 4.56 2.37 0.37
H 5.93 6.55 2.39 0.35
H 3.49 6.27 2.78 0.42
F 0.60 -3.52 -4.49 -0.35
C 1.51 -3.06 -5.37 0.32
C 2.22 -3.96 -6.15 -0.55
C 3.15 -3.48 -7.05 -0.42
C 3.37 -2.11 -7.17 -0.54
C 2.66 -1.22 -6.38 -0.42
C 1.71 -1.70 -5.48 -0.25
H 2.04 -5.02 -6.04 0.42
H 3.71 -4.17 -7.67 0.37
H 4.11 -1.74 -7.88 0.49
H 2.83 -0.16 -6.47 0.45
H 1.14 -1.01 -4.86 0.51
F 5.15 -3.59 -0.74 -0.26
C 4.82 -4.43 0.26 0.13
C 5.71 -5.41 0.65 -0.45
C 5.37 -6.27 1.68 -0.44
C 4.14 -6.14 2.32 -0.46
C 3.25 -5.15 1.92 -0.58
C 3.59 -4.29 0.89 0.28
H 6.66 -5.50 0.14 0.41
H 6.07 -7.04 2.00 0.35
H 3.87 -6.82 3.12 0.37
H 2.29 -5.06 2.41 0.41
H 2.91 -3.50 0.57 0.25
F 5.69 -0.18 8.42 -0.33
C 4.60 -0.43 7.66 0.35
C 4.69 -0.29 6.28 -0.50
C 3.57 -0.55 5.50 -0.21
C 2.38 -0.95 6.10 -0.37
C 2.31 -1.09 7.48 -0.57
C 3.43 -0.83 8.27 -0.37
H 5.62 0.03 5.84 0.44
H 3.63 -0.45 4.42 0.42
H 1.51 -1.15 5.49 0.24
H 1.38 -1.39 7.95 0.41
H 3.39 -0.94 9.34 0.41
F 0.91 0.31 -8.53 -0.33
C 1.81 0.77 -9.40 0.26
C 2.53 -0.13 -10.18 -0.19
C 3.46 0.35 -11.09 -0.45
C 3.68 1.71 -11.20 -0.43
C 2.96 2.61 -10.41 -0.36
C 2.02 2.13 -9.51 -0.49
H 2.35 -1.19 -10.07 0.49
H 4.02 -0.35 -11.70 0.36
H 4.42 2.09 -11.91 0.36
H 3.14 3.67 -10.50 0.36
H 1.44 2.81 -8.90 0.41
```

## Properties
energy = -6013.77037 a.u.
2S+1 = 1
LUMO = 1.763 eV
charge = -1

***

(4)
ORCA calculation (ωB97M-V/def2-TZVPD) on a structure of composition C52H52As2N4O2S3SbV at a distorted geometry.

Structure (XYZ):
```
117
Properties=species:S:1:pos:R:3:mulliken_spin:R:1
V -1.21 -0.83 -0.22 2.80
S -1.37 -0.69 2.04 -0.04
C -2.75 0.33 2.30 0.03
C -3.37 0.35 3.54 0.01
C -4.43 1.20 3.80 0.00
C -5.04 1.17 5.07 0.00
N -5.51 1.12 6.11 0.00
C -4.88 2.08 2.78 0.01
C -4.27 2.05 1.53 0.00
C -3.22 1.18 1.27 0.02
S -2.44 1.15 -0.28 -0.03
C -5.91 3.00 3.05 0.00
N -6.73 3.78 3.29 0.00
H -3.00 -0.32 4.31 0.00
H -4.61 2.72 0.75 0.00
C 2.35 3.61 -5.88 0.00
C 1.81 2.39 -5.19 0.00
C 1.06 1.46 -5.89 0.00
C 0.56 0.34 -5.25 0.00
C 0.81 0.14 -3.91 0.00
C 1.54 1.06 -3.19 -0.06
C 2.04 2.19 -3.83 0.01
S 0.19 -1.35 -3.14 0.01
O 1.20 -1.81 -2.21 -0.01
O -0.13 -2.27 -4.22 0.00
N -1.07 -0.90 -2.29 -0.05
C -2.25 -1.55 -2.32 0.08
C -2.93 -2.08 -3.41 -0.04
C -4.15 -2.70 -3.19 0.05
C -4.66 -2.74 -1.89 -0.02
C -3.93 -2.19 -0.86 0.08
N -2.73 -1.66 -1.06 -0.13
H 2.43 3.43 -6.95 0.00
H 3.33 3.87 -5.50 0.00
H 1.69 4.46 -5.73 0.00
H 0.87 1.61 -6.94 0.00
H -0.02 -0.40 -5.78 0.00
H 1.72 0.87 -2.14 0.02
H 2.63 2.91 -3.28 0.00
H -2.48 -2.02 -4.39 0.00
H -4.69 -3.14 -4.01 0.00
H -5.62 -3.20 -1.70 0.00
H -4.31 -2.17 0.16 0.00
C 2.00 -3.16 0.58 0.02
C 2.91 -2.05 0.07 -0.02
As 2.08 -0.29 0.43 0.01
C 2.14 -0.29 2.40 0.00
C 2.82 -1.20 3.21 -0.01
C 2.70 -1.16 4.59 0.00
C 1.91 -0.19 5.19 0.00
C 1.26 0.74 4.40 0.00
C 1.37 0.69 3.02 0.02
C 3.77 0.78 0.29 0.01
C 3.79 1.90 -0.54 -0.01
C 4.93 2.67 -0.68 0.00
C 6.08 2.35 0.03 0.00
C 6.06 1.27 0.89 0.00
C 4.92 0.49 1.01 0.01
As 0.07 -2.98 0.14 0.19
C -0.20 -4.63 -0.91 0.01
C 0.12 -5.87 -0.37 0.00
C -0.08 -7.03 -1.09 0.00
C -0.62 -6.97 -2.37 0.00
C -0.94 -5.74 -2.91 0.00
C -0.74 -4.58 -2.18 0.00
C -0.58 -3.82 1.82 -0.02
C 0.18 -4.40 2.84 -0.02
C -0.42 -4.84 4.01 0.00
C -1.79 -4.72 4.19 0.00
C -2.56 -4.19 3.17 0.00
C -1.96 -3.75 2.00 0.04
H 2.02 -3.11 1.67 -0.01
H 2.35 -4.15 0.25 0.00
H 3.04 -2.13 -1.01 -0.01
H 3.90 -2.12 0.54 0.00
H 3.48 -1.94 2.77 0.00
H 3.22 -1.89 5.20 0.00
H 1.81 -0.16 6.27 0.00
H 0.65 1.50 4.86 0.00
H 0.84 1.41 2.40 0.01
H 2.89 2.19 -1.05 0.01
H 4.93 3.53 -1.34 0.00
H 6.97 2.95 -0.08 0.00
H 6.94 1.03 1.47 0.00
H 4.93 -0.34 1.71 0.00
H 0.52 -5.93 0.64 0.00
H 0.17 -7.99 -0.66 0.00
H -0.77 -7.88 -2.94 0.00
H -1.36 -5.68 -3.91 0.00
H -0.98 -3.63 -2.64 0.01
H 1.25 -4.54 2.74 0.00
H 0.19 -5.26 4.79 0.00
H -2.24 -5.03 5.11 0.00
H -3.63 -4.09 3.29 0.00
H -2.56 -3.30 1.21 0.00
C 2.37 4.72 1.12 0.00
C 1.45 4.74 -0.08 0.00
Sb 0.07 3.00 -0.08 0.01
C -0.92 3.66 -1.95 0.00
C -1.11 5.15 -2.14 0.00
C -1.12 3.82 1.60 0.00
C -1.84 5.14 1.41 0.00
H 3.14 5.49 1.04 0.00
H 2.87 3.75 1.21 0.00
H 1.80 4.90 2.03 0.00
H 2.03 4.71 -1.00 0.00
H 0.88 5.67 -0.09 0.00
H -1.87 3.14 -1.99 0.00
H -0.29 3.26 -2.75 0.00
H -1.76 5.57 -1.38 0.00
H -1.55 5.36 -3.12 0.00
H -0.15 5.67 -2.09 0.00
H -0.40 3.90 2.42 0.00
H -1.84 3.04 1.86 0.00
H -1.14 5.92 1.10 0.00
H -2.30 5.46 2.35 0.00
H -2.63 5.06 0.67 0.00
```

## Properties
energy = -9232.67329 a.u.
2S+1 = 4
LUMO (alpha / beta) = 2.192 / 2.185 eV
charge = -1
energy above the lowest of the compared OMol25 structures with the same formula, charge and spin = 109.8 kJ/mol